[1]
A molecular structure, C36H38N4ORhSSb at a distorted geometry, computed with the ωB97M-V functional and the def2-TZVPD basis.

Last column: Löwdin spin population.
CARTESIAN COORDINATES (ANGSTROEM)
1 Rh 0.234 -0.471 -1.538  2.31
2 C -5.004 -0.973 -1.043  0.00
3 N -4.273 -0.832 -2.299  0.01
4 C -4.799 -0.281 -3.445  0.00
5 C -3.788 -0.043 -4.297  0.00
6 N -2.612 -0.500 -3.673  0.01
7 C -2.931 -0.928 -2.417  0.02
8 S -1.874 -1.524 -1.198  0.15
9 C -1.394 -0.470 -4.387  0.01
10 C -1.495 -0.776 -5.726  0.00
11 C -0.369 -0.577 -6.538  0.00
12 C 0.794 -0.085 -5.973  0.00
13 C 0.817 0.118 -4.606  0.01
14 N -0.258 -0.065 -3.815  0.07
15 H -6.049 -0.760 -1.187  0.00
16 H -4.576 -0.267 -0.313  0.00
17 H -4.865 -1.983 -0.680  0.00
18 H -5.869 -0.004 -3.544  0.00
19 H -3.805 0.424 -5.274  0.00
20 H -2.429 -1.121 -6.150  0.00
21 H -0.427 -0.732 -7.625  0.00
22 H 1.615 0.133 -6.601  0.00
23 H 1.693 0.458 -4.099  0.00
24 C 2.419 1.828 -1.846  0.02
25 C 2.014 1.721 -0.377  0.03
26 C 1.785 3.171 0.087  0.02
27 C 3.078 0.999 0.415  0.03
28 O 0.746 1.070 -0.323  0.41
29 H 3.385 2.352 -1.951  0.00
30 H 1.636 2.287 -2.425  0.00
31 H 2.491 0.795 -2.216  0.01
32 H 2.757 3.694 0.194  0.00
33 H 1.243 3.210 1.033  0.01
34 H 1.139 3.678 -0.588  0.00
35 H 4.021 1.491 0.203  0.00
36 H 3.129 -0.072 0.144  0.00
37 H 2.951 1.080 1.487  0.01
38 C 3.479 1.757 5.741  0.01
39 C 3.293 2.776 4.822  0.00
40 C 2.285 2.596 3.879  0.01
41 C 1.522 1.408 3.825  0.10
42 C 1.776 0.407 4.714  0.02
43 C 2.707 0.589 5.733  0.00
44 Sb 0.316 0.896 2.135  0.35
45 C -0.164 -1.140 2.556  0.06
46 C 0.742 -2.177 2.206  0.01
47 C 0.383 -3.491 2.466  0.00
48 C -0.881 -3.782 2.918  0.01
49 C -1.815 -2.809 3.214  0.00
50 C -1.468 -1.494 2.996  0.02
51 C -1.435 2.063 2.237  0.04
52 C -1.332 3.242 3.004  0.02
53 C -2.417 4.121 3.166  0.00
54 C -3.591 3.875 2.478  0.01
55 C -3.705 2.727 1.729  0.00
56 C -2.649 1.824 1.552  0.01
57 H 4.242 1.851 6.538  0.00
58 H 3.865 3.676 4.872  0.00
59 H 2.123 3.369 3.160  0.00
60 H 1.276 -0.514 4.638  0.00
61 H 2.890 -0.138 6.515  0.00
62 H 1.721 -1.883 1.846  0.00
63 H 1.106 -4.303 2.370  0.00
64 H -1.097 -4.812 3.108  0.00
65 H -2.787 -3.103 3.568  0.00
66 H -2.143 -0.655 3.161  0.00
67 H -0.397 3.504 3.483  0.00
68 H -2.386 4.977 3.859  0.00
69 H -4.428 4.550 2.570  0.00
70 H -4.668 2.547 1.257  0.00
71 H -2.756 0.938 0.932  0.00
72 C 3.015 -4.568 -1.947  0.00
73 C 3.353 -3.369 -2.608  0.00
74 C 2.491 -2.310 -2.495  0.02
75 N 1.361 -2.323 -1.757  0.09
76 C 1.085 -3.434 -1.103  0.01
77 C 1.840 -4.559 -1.222  0.00
78 H 3.647 -5.448 -1.978  0.00
79 H 4.216 -3.279 -3.266  0.00
80 H 2.595 -1.374 -3.080  0.00
81 H 0.133 -3.355 -0.582  0.00
82 H 1.530 -5.418 -0.620  0.00

Calculated values
- LUMO energy (spin up / spin down): -5.05 / -6.40 eV
- Expectation value of S²: 6.0127
- HOMO energy (spin up / spin down): -0.4441 / -0.5000 hartree
- Charge: +2
- Relative energy (zero: lowest compared OMol25 entry of this formula, charge and spin): 0.075 eV
- Energy: -2437.26836 Ha
- Multiplicity: 5


[2]
A molecular structure, C50H43LaN7O6PS2, computed with the ωB97M-V functional and the def2-TZVPD basis.

Last column: Löwdin charge in e.
CARTESIAN COORDINATES (ANGSTROEM)
1 La 0.787 -0.563 0.404  1.88
2 O 1.508 -4.224 3.129  0.09
3 C 1.066 -3.405 2.344  -0.50
4 N 1.692 -2.708 1.352  -0.04
5 C 3.002 -3.075 1.053  -0.43
6 O 3.638 -3.965 1.569  0.10
7 C 3.670 -2.273 -0.060  -0.20
8 C 5.002 -2.534 -0.321  0.01
9 C 5.628 -1.844 -1.348  -0.03
10 C 4.896 -0.939 -2.091  -0.04
11 C 3.571 -0.728 -1.759  -0.18
12 N 2.970 -1.356 -0.745  -0.03
13 C -0.419 -3.085 2.522  -0.22
14 C -1.237 -4.098 3.016  0.01
15 C -2.576 -3.832 3.215  -0.03
16 C -3.054 -2.552 2.952  -0.03
17 C -2.171 -1.605 2.479  -0.15
18 N -0.877 -1.864 2.238  0.02
19 H 5.504 -3.283 0.272  0.12
20 H 6.668 -2.034 -1.581  0.11
21 H 5.314 -0.415 -2.938  0.12
22 H 2.965 -0.073 -2.369  0.05
23 H -0.790 -5.057 3.234  0.13
24 H -3.244 -4.602 3.579  0.11
25 H -4.090 -2.286 3.109  0.11
26 H -2.509 -0.597 2.271  0.09
27 O 3.391 2.877 -0.978  0.10
28 C 2.433 2.172 -0.756  -0.47
29 N 2.127 1.549 0.444  -0.03
30 C 2.645 2.115 1.577  -0.47
31 O 3.060 3.249 1.723  0.07
32 C 2.591 1.238 2.818  -0.18
33 C 3.244 1.678 3.960  0.02
34 C 3.199 0.894 5.097  -0.03
35 C 2.493 -0.299 5.058  -0.03
36 C 1.862 -0.655 3.883  -0.12
37 N 1.907 0.092 2.774  0.02
38 C 1.463 1.895 -1.895  -0.23
39 C 1.631 2.598 -3.076  0.01
40 C 0.721 2.405 -4.102  -0.06
41 C -0.317 1.512 -3.917  -0.09
42 C -0.389 0.822 -2.720  -0.18
43 N 0.481 0.998 -1.724  -0.01
44 H 3.766 2.622 3.919  0.12
45 H 3.708 1.207 6.000  0.11
46 H 2.434 -0.955 5.915  0.11
47 H 1.300 -1.575 3.835  0.09
48 H 2.470 3.273 -3.154  0.13
49 H 0.829 2.938 -5.037  0.12
50 H -1.042 1.312 -4.693  0.11
51 H -1.160 0.080 -2.554  0.08
52 C -1.082 -2.670 -3.134  -0.05
53 C -1.052 -3.437 -1.818  -0.37
54 C 0.369 -3.738 -1.389  -0.09
55 C -1.879 -2.791 -0.702  -0.26
56 C -3.368 -3.016 -0.927  -0.07
57 O -3.972 -1.774 -0.542  -0.01
58 C -2.978 -0.860 -0.455  -0.33
59 N -1.781 -1.302 -0.542  0.08
60 C -3.559 0.511 -0.241  -0.11
61 C -4.874 0.636 -0.715  -0.01
62 C -5.626 1.774 -0.495  -0.05
63 C -5.087 2.813 0.243  -0.05
64 C -3.784 2.714 0.689  -0.09
65 C -2.982 1.597 0.441  -0.29
66 P -1.204 1.788 0.922  1.05
67 C -1.269 2.364 2.660  -0.35
68 C -1.516 3.685 3.039  -0.09
69 C -1.528 4.045 4.376  -0.07
70 C -1.284 3.095 5.359  -0.07
71 C -1.016 1.784 4.997  -0.07
72 C -1.005 1.426 3.656  -0.11
73 C -0.788 3.317 0.005  -0.37
74 C -1.425 3.661 -1.187  -0.10
75 C -1.007 4.766 -1.912  -0.08
76 C 0.059 5.536 -1.466  -0.07
77 C 0.709 5.192 -0.291  -0.05
78 C 0.288 4.090 0.439  -0.11
79 H -0.692 -3.294 -3.940  0.09
80 H -0.425 -1.797 -3.109  0.04
81 H -2.087 -2.340 -3.415  0.08
82 H -1.559 -4.399 -1.978  0.15
83 H 0.973 -2.827 -1.306  0.02
84 H 0.888 -4.321 -2.147  0.04
85 H 0.408 -4.261 -0.432  0.08
86 H -1.561 -3.224 0.247  0.12
87 H -3.798 -3.807 -0.316  0.14
88 H -3.596 -3.195 -1.980  0.13
89 H -5.315 -0.186 -1.252  0.12
90 H -6.633 1.835 -0.886  0.11
91 H -5.663 3.705 0.453  0.11
92 H -3.362 3.547 1.232  0.10
93 H -1.669 4.448 2.287  0.10
94 H -1.714 5.075 4.652  0.11
95 H -1.286 3.381 6.403  0.11
96 H -0.799 1.039 5.751  0.11
97 H -0.753 0.407 3.389  0.05
98 H -2.253 3.073 -1.562  0.11
99 H -1.516 5.021 -2.833  0.11
100 H 0.387 6.394 -2.038  0.11
101 H 1.560 5.761 0.060  0.12
102 H 0.823 3.844 1.347  0.10
103 C 0.735 -2.646 -6.900  -0.13
104 O 1.435 -3.225 -5.802  -0.28
105 C 2.002 -2.487 -4.812  -1.34
106 S 2.852 -3.417 -3.712  0.58
107 S 1.813 -0.793 -4.786  0.57
108 H 1.377 -2.692 -7.781  0.09
109 H 0.458 -1.615 -6.700  0.02
110 H -0.150 -3.260 -7.069  0.08

Calculated values
- LUMO energy: -0.65 eV
- HOMO energy: -0.2297 hartree
- Relative energy (zero: lowest compared OMol25 entry of this formula, charge and spin): 0.382 eV
- Energy: -3935.43523 Ha


[3]
3 unconnected molecules or ions with the total composition C3H11NO2 at a distorted geometry, computed with the ωB97M-V functional and the def2-TZVPD basis.

Last column: natural (NBO) charge in e.
CARTESIAN COORDINATES (ANGSTROEM)
1 C 1.096 2.075 -0.485  -0.57
2 C -0.217 1.900 -0.831  0.02
3 N -0.789 0.609 -1.128  -0.68
4 C -2.059 0.289 -0.599  -0.48
5 H 1.382 3.101 -0.072  0.19
6 H 1.872 1.464 -0.898  0.20
7 H -0.986 2.634 -0.579  0.17
8 H -0.078 -0.103 -1.058  0.32
9 H -2.867 0.917 -1.059  0.17
10 H -2.139 0.497 0.558  0.16
11 H -2.268 -0.760 -0.856  0.20
12 H 1.601 0.323 2.109  0.47
13 H 1.192 -1.204 2.029  0.48
14 O 1.387 -0.461 2.569  -1.00
15 H 1.080 -3.167 -0.421  0.31
16 H 0.553 -4.446 0.372  0.34
17 O 1.240 -3.666 0.350  -1.31

Calculated values
- LUMO energy (spin up / spin down): 3.73 / 3.59 eV
- Expectation value of S²: 0.7506
- HOMO energy (spin up / spin down): 0.0280 / -0.1869 hartree
- Charge: -1
- Relative energy (zero: lowest compared OMol25 entry of this formula, charge and spin): 1.662 eV
- Energy: -326.03913 Ha
- Multiplicity: 2


[4]
A single C5H9NO2S molecule at a distorted geometry, computed with the ωB97M-V functional and the def2-TZVPD basis.

Last column: natural (NBO) charge in e.
CARTESIAN COORDINATES (ANGSTROEM)
1 C 2.251 0.499 0.149  -0.09
2 C 1.250 -0.354 0.812  -0.64
3 C -1.022 -1.022 -0.733  -0.16
4 C -2.277 -1.001 0.048  -0.55
5 C -2.144 0.511 0.092  0.69
6 H 2.093 2.111 -0.893  0.47
7 H 2.823 0.008 -0.520  0.18
8 H 2.736 1.199 0.719  0.19
9 H 0.570 0.412 1.557  0.25
10 H 1.766 -0.923 1.691  0.26
11 H -1.001 -1.453 -1.856  0.21
12 H -3.031 -1.450 -0.595  0.24
13 H -2.085 -1.285 1.034  0.24
14 H -0.161 0.966 -0.756  0.43
15 N -1.030 0.489 -0.722  -0.63
16 O 1.458 1.552 -0.585  -0.75
17 O -2.695 1.449 0.579  -0.57
18 S 0.498 -1.708 -0.021  0.23

Calculated values
- LUMO energy: 0.57 eV
- HOMO energy: -0.3303 hartree
- Relative energy (zero: lowest compared OMol25 entry of this formula, charge and spin): 3.025 eV
- Energy: -799.24763 Ha